Below is a molecular structure, C21H15CeF6N3O11S3 at a distorted geometry, with properties calculated with ωB97M-V/def2-TZVPD.

```
60
Properties=species:S:1:pos:R:3:forces:R:3
Ce 1.374648 0.299651 0.830952 -2.5 3.6 -1.2
C 1.137933 2.358131 2.541468 0.0 -0.2 0.5
C 2.380915 2.864491 2.073908 0.3 0.0 0.2
C 2.114617 3.793192 1.063677 0.4 -0.1 0.1
C 0.729721 3.872933 0.886200 -0.3 0.0 -0.1
C 0.118398 2.997037 1.784799 -0.3 -0.1 0.2
H 0.984281 1.831964 3.487137 0.1 0.1 -0.4
H 3.354387 2.635680 2.495348 -0.2 -0.1 -0.2
H 2.854940 4.344625 0.502161 0.0 -0.1 -0.1
H 0.218712 4.512526 0.179024 0.0 -0.1 0.0
H -0.945879 2.916735 1.970921 0.1 -0.2 -0.2
O -3.424461 0.282553 -2.757630 0.2 0.0 0.2
C -4.065745 0.142775 -1.590015 -0.2 0.0 -0.2
C -5.433782 -0.125558 -1.629647 -0.1 -0.1 -0.3
C -6.154530 -0.271419 -0.461231 0.2 0.1 0.0
C -5.532555 -0.125642 0.762589 0.0 0.0 0.4
C -4.162110 0.127601 0.831231 -0.3 0.1 -0.2
C -3.404874 0.249155 -0.348516 0.2 0.1 0.2
C -1.937364 0.430302 -0.263678 0.1 0.2 -0.4
O -1.349703 0.403570 0.888812 0.8 1.1 -0.3
N -1.333008 0.523684 -1.418463 -0.2 0.0 -0.2
N 0.034603 0.677352 -1.439043 0.1 -0.6 0.2
C 0.532396 0.553000 -2.628731 -0.7 0.2 0.3
C 1.889674 0.802996 -2.969355 1.0 0.1 0.7
C 2.329848 0.602397 -4.283095 -0.1 0.0 0.0
C 3.636255 0.819366 -4.653792 0.1 -0.1 -0.2
C 4.565579 1.205863 -3.676359 -0.1 0.0 -0.3
C 4.174912 1.425117 -2.386693 -0.5 0.1 0.7
C 2.810140 1.285825 -1.959614 0.4 -0.3 -2.5
O 2.431899 1.634445 -0.811221 -0.5 -0.6 1.8
H -2.438812 0.407249 -2.488277 -0.3 0.0 -0.1
H -5.899238 -0.237302 -2.598631 0.0 0.0 -0.1
H -7.214188 -0.500084 -0.505812 0.0 0.0 0.0
H -6.077252 -0.219729 1.689235 0.0 0.0 0.1
H -2.617779 0.345512 1.886167 -0.5 0.1 0.2
H -0.145245 0.260078 -3.447176 0.1 0.2 0.3
H 1.605679 0.269472 -5.021606 0.0 0.0 0.0
H 3.951767 0.680183 -5.682249 0.0 0.0 0.1
H 5.608056 1.333661 -3.960627 -0.1 0.0 0.1
H 4.883142 1.697608 -1.619326 0.1 0.1 0.1
F 0.546745 -4.286987 3.238880 -0.1 0.5 -0.1
C 1.312564 -3.220584 2.781588 -0.5 -2.6 0.9
F 2.396282 -3.327969 3.550092 0.0 0.7 -0.2
F 1.574061 -3.570426 1.535792 0.1 0.5 0.0
S 0.094789 -1.819954 3.215914 -2.0 -2.3 2.5
O 0.316959 -0.439448 2.862565 0.9 1.0 -0.7
O 0.047182 -2.040767 4.643396 0.2 0.3 -0.7
N -1.234846 -2.345134 2.548537 0.9 0.7 0.3
S -1.396042 -1.944748 0.996590 -3.0 -3.5 0.0
O -0.097818 -1.845037 0.346369 2.2 0.6 -0.9
O -3.605157 0.266398 2.040814 0.4 0.0 0.1
C -1.978590 -3.841273 0.574286 -0.7 -0.3 -0.4
F -3.198942 -4.020783 1.152462 0.4 0.4 0.2
F -2.215946 -4.078611 -0.751545 0.5 0.6 0.2
F -1.221017 -4.869999 0.986625 0.2 0.6 0.1
O 3.920110 0.220962 1.140198 -1.0 0.0 -0.1
S 3.456181 -1.179873 0.991542 6.1 -2.9 0.9
O 4.547959 -2.143077 1.040322 -1.2 0.7 -0.1
O 2.679187 -1.248722 -0.277360 -0.9 0.3 -0.2
O 2.470358 -1.370964 2.110093 0.2 1.3 -1.1
```
Positions in Å, forces in eV/Å.

Energy: -110755.34679 eV
Charge: -2
Lowest unoccupied orbital energy (alpha / beta): 3.260 / 3.257 eV
HOMO energy (alpha / beta): -0.10418 / -0.10417 hartree
HOMO-LUMO gap (alpha / beta): 6.095 / 6.092 eV
Energy relative to the best compared isomer or geometry (same formula, charge and spin): 165.5 kJ/mol

Below is C21H15Cl2NO4 in the gas phase, with properties calculated with ωB97M-V/def2-TZVPD.

```
43
Properties=species:S:1:pos:R:3:forces:R:3
O 2.064837 3.491805 -2.306661 -0.1 0.2 -0.1
C 1.605181 2.680899 -1.535530 -0.3 0.1 0.3
C 0.256074 2.901781 -0.860607 -0.3 0.3 -0.5
O 0.262469 2.406183 0.469354 0.2 0.2 0.2
C -0.753223 1.620749 0.853050 -0.4 -0.1 -0.1
O -1.731983 1.410197 0.180782 0.1 0.1 0.1
C -0.503197 1.010868 2.182267 0.0 -0.1 0.3
C -1.381229 0.031872 2.638862 0.0 0.2 -0.1
C -1.138727 -0.604526 3.841552 0.0 0.0 0.0
C -0.028727 -0.269816 4.598960 0.1 0.1 0.0
C 0.834767 0.716372 4.143474 -0.2 -0.1 -0.1
Cl 2.215182 1.141596 5.085790 0.2 0.1 0.2
C 0.610607 1.359925 2.939268 -0.1 0.0 0.0
N 2.294368 1.560583 -1.200347 0.7 -0.3 0.0
C 1.884421 0.445230 -0.445453 -0.4 -0.4 0.0
C 2.631615 0.049530 0.654665 -0.2 -0.1 -0.1
C 2.241563 -1.049871 1.401292 -0.1 0.0 -0.3
Cl 3.166002 -1.512428 2.782040 0.2 -0.1 0.2
C 1.107012 -1.766560 1.061218 0.2 0.1 0.0
C 0.368182 -1.387166 -0.042802 -0.1 0.2 -0.2
C 0.748137 -0.295153 -0.815878 0.5 -0.2 0.5
O 0.049289 0.142111 -1.894261 0.0 0.1 -0.2
C -0.846764 -0.707495 -2.519550 -0.3 -0.2 -0.2
C -0.447770 -1.948595 -2.999660 0.2 0.2 0.1
C -1.353128 -2.732872 -3.690817 0.0 0.0 0.0
C -2.645760 -2.284050 -3.905062 -0.1 -0.1 0.0
C -3.036045 -1.045686 -3.423820 0.0 -0.1 0.0
C -2.141013 -0.252829 -2.728065 0.3 0.1 0.2
H 0.064079 3.979133 -0.844721 0.1 -0.2 0.0
H -0.534718 2.406759 -1.437226 0.2 0.2 0.1
H -2.238894 -0.218159 2.033888 -0.1 0.0 -0.1
H -1.814345 -1.368006 4.195739 -0.1 -0.1 0.0
H 0.169481 -0.765750 5.536238 0.0 0.0 0.1
H 1.287021 2.122498 2.590065 0.1 0.0 0.0
H 3.245759 1.545841 -1.547889 -0.2 0.1 -0.1
H 3.511428 0.610303 0.928494 0.1 0.1 0.1
H 0.800624 -2.612718 1.654105 0.0 -0.1 0.1
H -0.519333 -1.938864 -0.312163 -0.1 0.0 0.0
H 0.564735 -2.287136 -2.833410 0.1 0.0 0.0
H -1.043861 -3.696699 -4.066507 0.0 -0.1 0.0
H -3.347344 -2.900164 -4.446620 -0.1 0.0 0.0
H -4.043884 -0.694792 -3.585653 -0.1 0.0 0.0
H -2.432885 0.705103 -2.328402 0.0 0.1 0.1
```
Positions in Å, forces in eV/Å.

Energy: -56746.43518 eV
SMILES string: O=C(COC(=O)c1cccc(Cl)c1)Nc1cc(Cl)ccc1Oc1ccccc1
Charge: 0
Lowest unoccupied orbital energy: 0.125 eV
HOMO energy: -0.31759 hartree
HOMO-LUMO gap: 8.767 eV

Below is a molecular structure, C21H15Cl5N3OReS, with properties calculated with ωB97M-V/def2-TZVPD.

```
47
Properties=species:S:1:pos:R:3:forces:R:3
Re -0.149991 0.102751 -0.321649 -0.2 0.3 0.7
Cl 3.479846 -1.070735 -0.160984 0.0 0.0 0.0
C 3.001080 0.375069 -0.922200 0.0 -0.1 -0.1
C 1.629426 0.754904 -0.920786 0.0 0.0 -0.3
C 1.374117 2.002548 -1.539199 -0.1 0.0 0.0
Cl -0.366774 2.348036 -1.478123 -0.1 -0.1 0.1
C 2.258648 2.842897 -2.138804 0.0 0.0 0.0
Cl 1.780806 4.301592 -2.860801 0.0 0.0 0.0
C 3.614582 2.414160 -2.105079 0.0 0.0 0.0
Cl 4.785365 3.386482 -2.799115 0.0 0.0 0.0
C 3.976340 1.191036 -1.485095 0.0 0.0 0.0
Cl 5.613787 0.742600 -1.440038 0.0 0.0 0.0
C -4.544577 -0.634708 -0.726532 0.0 0.0 0.0
C -3.120766 -0.758336 -1.124992 -0.1 0.0 0.0
O -2.224165 -0.123440 -0.489837 0.4 -0.2 -0.3
N -2.767666 -1.488431 -2.165738 0.0 0.0 0.0
C -1.378773 -1.624618 -2.554044 0.1 0.0 -0.1
C -0.587725 -2.542778 -1.649943 0.1 0.0 0.0
C -0.496751 -3.886271 -1.949305 0.0 0.0 0.0
C 0.271546 -4.723954 -1.152701 0.0 0.0 0.0
C 0.961798 -4.167399 -0.090190 0.0 0.0 0.0
C 0.847830 -2.813646 0.148056 -0.1 0.0 0.1
N 0.061125 -2.002591 -0.584938 0.0 0.0 -0.2
H -4.839209 0.413294 -0.799958 0.0 0.0 0.0
H -4.649393 -0.931726 0.317637 0.0 0.0 0.0
H -5.200549 -1.241709 -1.345479 0.0 0.0 0.0
H -3.484838 -1.939211 -2.717868 0.0 0.0 0.0
H -0.916690 -0.620457 -2.631726 0.0 0.0 0.0
H -1.339911 -2.001312 -3.574685 0.0 0.0 0.0
H -1.014565 -4.273455 -2.817104 0.0 0.0 0.0
H 0.346258 -5.780488 -1.373850 0.0 0.0 0.0
H 1.599867 -4.764519 0.546232 0.0 0.0 0.0
H 1.409907 -2.354094 0.945531 0.0 0.0 0.0
S -0.086930 -0.295700 4.089016 0.0 0.0 0.0
C -0.068819 -0.639061 2.468993 -0.2 0.0 0.1
N -0.028781 0.416041 1.634593 0.0 0.0 0.0
C -0.005438 1.632206 2.371203 0.2 0.0 0.0
C 0.060885 2.938043 1.896241 0.0 0.0 0.0
C 0.080741 3.966529 2.819813 0.0 0.0 0.0
C 0.047066 3.724045 4.196504 0.0 0.0 0.0
C -0.005104 2.434291 4.681719 0.0 0.0 0.0
C -0.029637 1.400639 3.750090 0.0 0.0 0.0
H -0.150847 -1.653159 2.113129 0.0 0.0 0.0
H 0.092025 3.169454 0.844945 0.0 0.0 0.0
H 0.124359 4.987439 2.465520 0.0 0.0 0.0
H 0.065710 4.555606 4.887288 0.0 0.0 0.0
H -0.025236 2.232138 5.744250 0.0 0.0 0.0
```
Positions in Å, forces in eV/Å.

Energy: -104087.76447 eV
2S+1: 2
Charge: +3
Lowest unoccupied orbital energy (alpha / beta): -11.928 / -11.509 eV
HOMO energy (alpha / beta): -0.64214 / -0.64561 hartree
⟨S²⟩: 0.79
HOMO-LUMO gap (alpha / beta): 5.546 / 6.059 eV
Energy relative to the best compared isomer or geometry (same formula, charge and spin): 0.0 kJ/mol

Below is a molecular structure, C21H15ClFKN2O3S2 at a distorted geometry, with properties calculated with ωB97M-V/def2-TZVPD.

```
46
Properties=species:S:1:pos:R:3:forces:R:3
K -2.496120 2.732783 0.315268 -1.4 0.1 0.0
C 3.846983 -2.550932 -1.219697 0.0 0.0 0.0
C 4.123164 -1.382878 -0.280362 -0.1 0.0 0.0
C 5.323859 -0.587411 -0.770931 0.0 0.1 0.0
C 5.614737 0.577487 0.160764 0.0 0.0 0.0
C 4.388345 1.441519 0.285550 0.1 0.0 0.0
C 4.487126 2.793404 0.538633 0.0 0.0 0.0
C 3.340558 3.569666 0.651894 0.0 0.0 0.0
F 3.504143 4.890320 0.899866 0.0 0.0 0.0
C 2.087765 3.040722 0.519948 -0.1 0.0 0.0
C 1.974032 1.666916 0.264177 0.0 0.0 0.0
C 0.601891 1.100434 0.158530 0.0 -0.1 0.0
O -0.353748 1.857116 0.239462 0.9 -0.4 -0.1
C 0.537913 -0.333022 -0.032140 0.0 0.0 0.0
C 1.693709 -1.015001 -0.185397 0.1 0.1 0.0
N 2.958323 -0.491084 -0.154345 0.0 0.0 0.0
C 3.113514 0.866325 0.131112 0.0 -0.1 0.0
C -0.764580 -1.170348 -0.070835 0.0 -0.1 0.0
O -0.601928 -2.364356 -0.422966 0.0 0.1 0.1
O -1.805355 -0.581038 0.271154 0.2 -0.1 -0.1
H 4.787364 -3.067130 -1.422936 0.0 0.0 0.0
H 3.434551 -2.188231 -2.163644 0.0 0.0 0.0
H 3.150781 -3.275918 -0.803914 0.0 0.0 0.0
H 4.367543 -1.782616 0.713194 0.0 0.0 0.0
H 5.104197 -0.210849 -1.775960 0.0 0.0 0.0
H 6.181690 -1.259019 -0.844597 0.0 0.0 0.0
H 6.454108 1.173925 -0.202786 0.0 0.0 0.0
H 5.904042 0.185413 1.142577 0.0 0.0 0.0
H 5.459665 3.260775 0.650154 0.0 0.0 0.0
H 1.184442 3.651922 0.594099 0.1 0.0 0.0
H 1.595063 -2.076245 -0.357001 0.0 0.0 0.0
S -6.180327 3.487870 0.361482 0.0 0.1 0.0
C -6.274536 1.798312 0.298093 -0.1 -0.4 0.0
N -5.302928 0.928192 0.242644 0.1 0.1 0.0
C -5.741111 -0.383669 0.205148 0.0 0.1 0.0
C -4.907383 -1.502738 0.151028 0.1 0.0 0.0
C -5.481083 -2.765640 0.112362 0.0 0.0 0.0
C -6.867557 -2.938552 0.128155 0.0 0.1 0.0
C -7.707410 -1.832009 0.187165 0.1 -0.1 0.0
C -7.137918 -0.565452 0.226090 -0.1 0.1 0.0
S -7.898862 0.993048 0.302413 0.1 0.1 0.0
H -3.828436 -1.361694 0.153247 0.0 0.0 0.0
H -4.831031 -3.633377 0.070690 0.0 0.0 0.0
H -7.292163 -3.935641 0.097630 0.0 0.0 0.0
H -8.785135 -1.952546 0.202636 0.0 0.0 0.0
Cl -0.961879 5.191236 0.432365 0.2 0.3 0.0
```
Positions in Å, forces in eV/Å.

Energy: -84384.77201 eV
Charge: -2
Lowest unoccupied orbital energy: 3.754 eV
HOMO energy: -0.06265 hartree
HOMO-LUMO gap: 5.458 eV

Below is a molecular structure, C21H16Cl2N3O3Pd, with properties calculated with ωB97M-V/def2-TZVPD.

```
46
Properties=species:S:1:pos:R:3:forces:R:3
Pd -0.020772 1.222559 0.521546 0.0 0.0 -0.1
C 3.171841 -1.811638 0.694948 0.0 0.0 0.0
C 2.052996 -0.977902 1.233263 0.0 0.0 0.0
O 1.359366 -0.345071 0.426067 0.0 0.0 0.1
C 1.901336 -0.976361 2.689906 0.0 0.0 0.0
C 0.782824 -0.693888 3.370531 0.0 0.0 0.0
C 0.619976 -0.727239 4.848856 0.0 0.0 0.0
N -0.361382 -0.278055 2.650091 0.0 0.0 0.2
N -1.167642 -1.165684 2.380352 0.0 0.0 -0.1
C -2.167009 -0.669012 1.452428 0.0 0.0 0.0
O -1.776450 0.026122 0.525716 -0.1 0.0 0.0
C -3.534444 -1.102647 1.649282 0.0 0.0 0.0
C -4.535773 -0.516685 0.867645 0.0 0.0 0.0
C -5.850290 -0.890388 1.058953 0.0 0.0 0.0
C -6.165155 -1.845057 2.021269 0.0 0.0 0.0
C -5.172268 -2.429217 2.797409 0.0 0.0 0.0
C -3.851903 -2.060485 2.616850 0.0 0.0 0.0
H 3.174909 -1.790949 -0.390606 0.0 0.0 0.0
H 3.076832 -2.837587 1.054597 0.0 0.0 0.0
H 4.121371 -1.430281 1.079180 0.0 0.0 0.0
H 2.761119 -1.313019 3.254158 0.0 0.0 0.0
H 1.549898 -1.000903 5.338984 0.0 0.0 0.0
H -0.158180 -1.448409 5.107830 0.0 0.0 0.0
H 0.294146 0.250353 5.208588 0.0 0.0 0.0
H -4.266644 0.230563 0.133484 0.0 0.0 0.0
H -6.633279 -0.440849 0.464446 0.0 0.0 0.0
H -7.196979 -2.136967 2.166107 0.0 0.0 0.0
H -5.429524 -3.174351 3.537164 0.0 0.0 0.0
H -3.069940 -2.522855 3.202836 0.0 0.0 0.0
Cl -2.967208 5.172250 0.713260 0.0 0.0 0.0
C -1.264369 5.102867 0.477578 0.0 0.0 0.0
C -0.536528 6.296267 0.312642 0.0 0.0 0.0
C 0.815255 6.284497 0.115576 0.0 0.0 0.0
Cl 1.674130 7.771665 -0.089375 0.0 0.0 0.0
C 1.519658 5.057628 0.074605 0.0 0.0 0.0
C 2.905117 4.905751 -0.139543 0.0 0.0 0.0
C 3.458436 3.654107 -0.171200 0.0 0.0 0.0
C 2.642313 2.530421 0.021355 0.0 0.0 0.0
N 1.350546 2.644525 0.233223 0.0 0.0 0.0
C 0.765348 3.884196 0.253479 0.0 0.0 0.0
C -0.633975 3.877685 0.450664 0.0 0.0 0.0
O -1.252316 2.715431 0.589866 0.0 0.0 0.0
H -1.069421 7.236551 0.340332 0.0 0.0 0.0
H 3.517439 5.785380 -0.284131 0.0 0.0 0.0
H 4.515078 3.513161 -0.344519 0.0 0.0 0.0
H 3.046617 1.528046 -0.007840 0.0 0.0 0.0
```
Positions in Å, forces in eV/Å.

Energy: -61167.29502 eV
Charge: +1
Lowest unoccupied orbital energy: -4.178 eV
HOMO energy: -0.38491 hartree
HOMO-LUMO gap: 6.295 eV
Energy relative to the best compared isomer or geometry (same formula, charge and spin): 0.0 kJ/mol